{"formula": "C28H43Br15IN3OS", "method": "wB97M-V/def2-TZVPD", "elements": ["C", "C", "C", "C", "N", "C", "C", "C", "C", "O", "I", "C", "Br", "C", "N", "C", "C", "N", "C", "C", "S", "H", "H", "H", "H", "H", "H", "H", "H", "H", "H", "H", "H", "H", "H", "H", "Br", "C", "C", "Br", "H", "H", "H", "H", "Br", "C", "C", "Br", "H", "H", "H", "H", "Br", "C", "C", "Br", "H", "H", "H", "H", "Br", "C", "C", "Br", "H", "H", "H", "H", "Br", "C", "C", "Br", "H", "H", "H", "H", "Br", "C", "C", "Br", "H", "H", "H", "H", "Br", "C", "C", "Br", "H", "H", "H", "H"], "coordinates": [[-0.684, 0.525, 4.856], [-2.074, 0.314, 4.064], [-2.017, -0.909, 2.969], [-0.902, -0.459, 1.871], [-1.355, -0.709, 0.465], [-0.228, -0.949, -0.466], [0.663, 0.228, -1.106], [0.412, 1.774, -0.764], [-1.103, 2.284, -0.971], [-1.883, 1.954, -1.941], [-1.840, 3.703, 0.570], [1.804, -0.229, -2.094], [2.943, 1.160, -3.000], [2.125, -1.763, -2.435], [3.230, -2.011, -3.343], [3.465, -3.418, -3.549], [2.571, -4.536, -2.890], [1.439, -4.335, -2.021], [1.270, -2.910, -1.804], [0.083, -2.468, -0.814], [-0.935, -3.796, -0.016], [-0.652, 1.641, 5.181], [0.264, 0.344, 4.232], [-0.676, -0.210, 5.738], [-2.444, 1.253, 3.496], [-2.870, 0.017, 4.840], [-1.688, -1.870, 3.509], [-3.044, -1.122, 2.492], [0.013, -1.150, 2.049], [-0.525, 0.622, 2.060], [-2.011, 0.010, 0.119], [1.110, 2.512, -1.305], [0.644, 1.897, 0.373], [4.348, -3.738, -4.234], [2.849, -5.639, -3.131], [-2.228, -3.821, -0.531], [0.873, 4.875, 6.046], [2.480, 3.915, 6.591], [2.301, 2.425, 6.448], [1.215, 1.702, 7.896], [2.707, 4.226, 7.610], [3.266, 4.274, 5.924], [3.260, 1.911, 6.529], [1.818, 2.136, 5.513], [-0.775, 1.216, -3.442], [-1.835, 0.997, -5.067], [-1.155, 0.071, -6.047], [0.311, 0.967, -6.967], [-2.011, 1.996, -5.468], [-2.782, 0.572, -4.731], [-1.847, -0.228, -6.839], [-0.738, -0.822, -5.579], [-2.912, -1.545, -3.227], [-3.122, -3.173, -4.279], [-4.114, -2.977, -5.399], [-5.947, -3.010, -4.735], [-3.406, -3.966, -3.585], [-2.128, -3.384, -4.677], [-4.056, -3.801, -6.113], [-3.985, -2.033, -5.930], [5.346, 5.064, 8.196], [4.997, 4.259, 9.937], [5.547, 2.856, 10.011], [4.409, 1.590, 9.057], [3.920, 4.311, 10.103], [5.502, 4.909, 10.655], [5.559, 2.502, 11.043], [6.549, 2.764, 9.588], [2.196, 8.801, 0.175], [0.700, 8.199, -0.920], [0.098, 6.928, -0.373], [1.204, 5.381, -0.797], [1.074, 8.095, -1.940], [-0.024, 9.014, -0.884], [-0.867, 6.725, -0.843], [-0.028, 6.941, 0.711], [8.255, -3.843, -1.748], [8.093, -5.477, -2.798], [7.139, -5.293, -3.953], [5.283, -5.335, -3.354], [7.790, -6.268, -2.111], [9.101, -5.684, -3.161], [7.228, -6.120, -4.661], [7.281, -4.350, -4.484], [-9.128, -2.991, -2.045], [-9.760, -3.054, -3.888], [-11.235, -3.368, -3.950], [-11.568, -5.262, -3.631], [-9.140, -3.783, -4.412], [-9.561, -2.058, -4.290], [-11.627, -3.176, -4.951], [-11.826, -2.813, -3.221]], "forces_ev_per_a": [[-0.53, 0.53, -0.32], [-0.49, -1.15, -0.46], [0.65, 1.18, 0.48], [0.51, -1.15, 0.87], [1.84, 0.40, -0.80], [1.91, -1.98, -1.82], [1.78, -3.36, -1.80], [-0.30, -0.60, 1.29], [-2.78, -1.57, -3.19], [0.49, 4.11, 11.46], [0.31, -0.42, -0.48], [-2.32, -1.21, 2.07], [-1.30, -1.65, 1.12], [-0.27, 0.35, 0.41], [-2.31, -4.67, 1.80], [-2.94, 2.72, 1.07], [-1.16, 1.50, 0.66], [4.45, 3.70, -3.09], [-1.22, 1.57, 1.10], [0.48, 3.39, -1.14], [0.57, 0.49, -0.36], [0.05, -2.08, -0.11], [-1.52, 0.16, 0.72], [0.16, 1.37, -1.17], [0.77, -1.39, 1.05], [1.09, 0.71, -1.10], [-0.42, 1.41, -0.93], [1.64, 0.55, 0.64], [-1.44, 1.23, -0.47], [-0.83, -1.55, -0.32], [0.66, -0.47, 0.23], [-1.10, -1.35, 0.50], [-0.52, -0.10, -2.01], [-2.73, 1.63, 1.12], [-0.89, 2.14, 0.53], [1.19, 0.81, -0.10], [0.00, -0.01, 0.08], [-0.07, 0.08, -0.24], [0.07, -0.20, 0.09], [-0.27, 0.00, -0.23], [-0.09, -0.15, -0.22], [-0.08, -0.10, 0.11], [-0.10, 0.17, -0.02], [0.02, 0.14, 0.16], [3.40, -2.71, -7.76], [0.43, 0.06, -0.10], [-0.18, 0.04, -0.36], [-0.01, -0.11, 0.08], [0.14, -0.19, -0.05], [0.17, 0.08, -0.09], [0.03, 0.03, 0.05], [-0.08, 0.23, 0.05], [-0.09, -0.48, 0.22], [0.18, 0.14, 0.05], [-0.17, -0.26, -0.10], [0.06, 0.10, 0.00], [-0.03, 0.12, -0.19], [-0.13, 0.02, 0.00], [0.05, 0.09, 0.11], [0.04, -0.13, 0.16], [0.08, 0.03, 0.11], [0.16, 0.18, 0.00], [-0.04, -0.30, 0.09], [0.38, 0.14, 0.25], [0.18, -0.11, -0.03], [-0.04, -0.13, -0.07], [-0.02, 0.11, -0.11], [-0.18, 0.13, 0.06], [-0.02, -0.04, -0.11], [0.03, 0.23, 0.14], [-0.15, -0.18, -0.18], [0.20, 0.19, -0.01], [-0.08, -0.08, 0.20], [0.03, -0.16, 0.02], [0.12, 0.05, 0.04], [0.08, 0.05, -0.19], [-0.07, -0.12, 0.00], [0.28, 0.18, 0.04], [-0.05, -0.43, -0.07], [2.43, -2.05, 0.54], [-0.03, 0.14, -0.18], [-0.15, 0.02, -0.02], [0.05, 0.09, 0.11], [0.02, -0.12, 0.18], [0.03, -0.07, -0.11], [0.10, 0.26, 0.13], [-0.11, -0.17, -0.22], [-0.02, 0.11, 0.06], [-0.20, 0.06, 0.08], [-0.08, -0.12, 0.02], [0.11, 0.00, 0.11], [0.20, -0.07, -0.09]], "lowdin_charge": [-0.149, -0.258, -0.173, -0.225, -0.060, -0.170, -0.195, -0.241, -0.751, -0.416, 0.748, -0.465, 0.634, -0.182, 0.052, -0.210, -0.153, 0.066, -0.177, -0.406, 0.677, 0.067, 0.069, 0.074, 0.097, 0.102, 0.108, 0.112, 0.130, 0.099, 0.105, 0.047, 0.113, -0.006, 0.055, -0.135, 0.602, -0.740, -0.705, 0.577, -0.006, 0.046, 0.011, 0.036, 0.987, -0.623, -0.713, 0.610, 0.061, -0.008, 0.051, 0.042, 0.721, -0.655, -0.688, 0.622, 0.053, 0.063, 0.060, 0.045, 0.660, -0.671, -0.673, 0.654, 0.057, 0.058, 0.059, 0.052, 0.601, -0.697, -0.709, 0.605, 0.052, 0.058, 0.045, 0.051, 0.613, -0.697, -0.624, 0.861, 0.053, 0.058, 0.062, 0.062, 0.592, -0.716, -0.700, 0.598, 0.033, 0.058, 0.057, 0.051], "e_homo_ha": -0.2629, "charge": 0, "lumo_ev": -1.144}